No. 1
{"formula": "C5H7NO", "method": "ωB97M-V/def2-TZVPD", "de_lowest_kcal_mol": 114.3, "homo_energy_ev": -10.9, "spin_multiplicity": 1, "total_charge": 0, "species": ["O", "N", "C", "C", "C", "C", "C", "H", "H", "H", "H", "H", "H", "H"], "xyz": [[-0.35260, 0.00315, 1.84649], [-4.22817, -1.05470, 1.18571], [-0.13015, 0.01097, 0.44821], [-0.83494, -1.06039, 1.16880], [1.29293, -0.27889, 0.10110], [-3.09533, -1.15265, 1.10419], [-0.86683, 0.97052, -0.47356], [-0.64747, -2.10158, 1.36362], [1.68012, -1.26065, 0.49671], [-0.83849, 0.49189, -1.51947], [-0.30005, 1.91429, -0.57336], [1.46822, -0.26104, -0.89514], [-1.99985, 1.17582, -0.06356], [2.00680, 0.36790, 0.51102]]}


No. 2
{"formula": "C5H9MgO4Zn", "method": "ωB97M-V/def2-TZVPD", "homo_energy_ev": -12.1, "spin_multiplicity": 1, "total_charge": 1, "species": ["Zn", "Mg", "O", "O", "O", "O", "C", "C", "C", "C", "C", "H", "H", "H", "H", "H", "H", "H", "H", "H"], "xyz": [[3.33768, 0.72499, 0.95767], [0.79490, 0.41677, 1.11804], [2.47063, -0.84377, 0.90678], [2.00812, 1.53184, 0.10945], [-1.05146, 1.05483, 0.48434], [0.03397, -1.30392, -0.16857], [2.17994, -2.03570, 0.37788], [-1.52566, 0.34355, -0.66255], [-0.37347, -0.44055, -1.24401], [1.06810, -2.20365, -0.35829], [-1.97232, 1.94647, 1.09183], [-2.77835, 1.35269, 1.54697], [-1.43342, 2.49694, 1.87021], [-2.31494, -0.33209, -0.29618], [-2.36265, 2.65471, 0.34838], [3.00783, -2.74258, 0.26573], [-1.90029, 1.07030, -1.39768], [0.58382, 0.29473, -1.70874], [-0.70556, -1.02845, -2.10885], [0.93310, -2.95712, -1.13243]]}


No. 3
{"formula": "C19H29N3O6", "method": "ωB97M-V/def2-TZVPD", "de_lowest_kcal_mol": 91.4, "homo_energy_ev": -8.3, "smiles": "COc1cc(C(=O)NCCC(=O)NCCN2CCOCC2)cc(OC)c1OC", "spin_multiplicity": 1, "total_charge": 0, "species": ["O", "O", "O", "O", "O", "O", "N", "N", "N", "C", "C", "C", "C", "C", "C", "C", "C", "C", "C", "C", "C", "C", "C", "C", "C", "C", "C", "C", "H", "H", "H", "H", "H", "H", "H", "H", "H", "H", "H", "H", "H", "H", "H", "H", "H", "H", "H", "H", "H", "H", "H", "H", "H", "H", "H", "H", "H"], "xyz": [[-1.70512, -5.89225, 0.10949], [2.36110, 3.58694, -1.24056], [-1.88508, 2.65952, -3.31451], [0.47930, 3.95266, -3.44944], [-1.36191, -0.29025, 0.95336], [2.41142, 0.18813, 2.00604], [1.15273, -1.67464, 2.20127], [-0.45377, 1.30935, 2.26972], [-0.03698, -4.04903, 1.58194], [0.18403, 3.19234, -2.33219], [-1.34192, 1.73063, -1.14159], [-0.77767, 0.77418, 1.06856], [0.80038, 2.25750, -0.18980], [-3.09354, 1.93865, -3.32566], [-0.42447, 1.62676, -0.10070], [2.91750, 4.30021, -2.32334], [-1.04589, 2.50482, -2.24969], [1.12172, 3.04010, -1.30379], [1.44319, -2.21262, 0.89351], [1.21187, -3.72373, 0.90798], [-1.59383, -4.54013, -0.29436], [1.58410, -0.47071, 2.60552], [0.90360, 0.03679, 3.87428], [-1.25411, -3.63282, 0.89218], [-0.35003, 5.07653, -3.66902], [-0.50043, 0.52711, 3.48408], [-0.16288, -5.45386, 1.93810], [-0.52138, -6.33727, 0.73559], [-1.38327, 4.78689, -3.86768], [-0.71484, -7.36309, 1.05417], [-0.96603, -5.52915, 2.67840], [1.27361, -4.09496, -0.12583], [0.76707, -5.80032, 2.39327], [3.95975, 4.46192, -2.04700], [0.06253, 5.57767, -4.54319], [1.56485, 2.12507, 0.56023], [2.01109, -4.19750, 1.48516], [-3.75217, 2.24486, -2.50658], [-2.56271, -4.27249, -0.71766], [0.38908, -2.14245, 2.66846], [2.48163, -1.98295, 0.64422], [-2.27177, 1.19358, -1.05620], [0.83524, -0.74711, 4.62736], [-0.82654, -4.44930, -1.07890], [-0.32390, 5.75775, -2.81020], [2.42906, 5.26768, -2.46539], [0.30838, -6.34031, 0.01081], [-2.91794, 0.86065, -3.26797], [0.13975, 2.12489, 2.27355], [2.86578, 3.73018, -3.25204], [-1.17254, -2.59529, 0.57266], [-0.93368, 1.12908, 4.28828], [-2.06743, -3.70083, 1.62194], [-3.56636, 2.17755, -4.27729], [1.49389, 0.86518, 4.26812], [-1.15977, -0.31924, 3.27513], [0.80262, -1.72945, 0.14506]]}


No. 4
{"formula": "C36H60BN5O6P3RuS2", "method": "ωB97M-V/def2-TZVPD", "homo_energy_ev": -10.6, "spin_multiplicity": 1, "total_charge": 1, "species": ["Ru", "S", "S", "P", "P", "P", "O", "O", "O", "O", "O", "O", "N", "N", "N", "N", "N", "C", "C", "C", "C", "C", "C", "C", "C", "C", "C", "C", "C", "C", "C", "C", "C", "C", "C", "C", "C", "C", "C", "C", "C", "C", "C", "C", "C", "C", "C", "C", "C", "C", "C", "C", "C", "B", "H", "H", "H", "H", "H", "H", "H", "H", "H", "H", "H", "H", "H", "H", "H", "H", "H", "H", "H", "H", "H", "H", "H", "H", "H", "H", "H", "H", "H", "H", "H", "H", "H", "H", "H", "H", "H", "H", "H", "H", "H", "H", "H", "H", "H", "H", "H", "H", "H", "H", "H", "H", "H", "H", "H", "H", "H", "H", "H", "H"], "xyz": [[0.21912, -0.59375, 0.32302], [2.02838, -0.81101, 2.60035], [1.68521, -3.31309, 0.23054], [1.57354, 0.19490, -1.81968], [-2.17310, -1.17424, 0.34240], [-0.03217, 1.54834, 1.66757], [2.19670, -0.14563, 1.27324], [0.55919, -1.04867, 2.67453], [2.58198, -0.06716, 3.68870], [2.18959, -2.15262, -0.50663], [0.32225, -2.93270, 0.69388], [1.78834, -4.55826, -0.46803], [1.44382, 3.81236, 2.27075], [-2.13362, 1.22517, -0.68291], [-0.15551, 2.04353, -1.45767], [-0.96678, 4.11673, 2.11889], [-0.01360, 2.95976, 4.02317], [-0.42965, 0.27581, -3.79065], [4.10611, 0.45392, -0.51121], [3.58099, -2.63225, 3.77857], [-2.50604, -0.66255, 3.03602], [-0.19089, 1.59821, 3.56975], [-4.42569, -2.42234, -1.01131], [4.09028, -1.13312, -2.40134], [4.15038, -3.88077, 4.00258], [-3.07726, 0.39427, 0.00268], [-2.36320, 4.50513, -3.19601], [-1.14857, 3.92129, -2.82889], [-2.07587, -3.02281, 2.47939], [1.76868, -0.12305, -4.68613], [-2.49727, -1.68334, -2.32411], [-1.19229, 2.83843, -1.97689], [-2.41049, 2.33339, -1.49798], [1.52842, 2.57812, 1.50682], [1.20229, 1.98728, -1.90735], [0.75793, -1.96002, -3.34881], [-1.06019, 3.85526, 3.54693], [3.20398, -4.68799, 1.95328], [0.35207, 4.67126, 1.82661], [3.48863, 0.18960, -1.88596], [3.94302, 1.34538, -2.79438], [-2.79731, -1.74629, 2.01299], [2.82099, -2.40069, 2.63996], [2.64119, -3.44833, 1.70752], [-1.24194, 2.92833, 1.32132], [-3.61049, 2.91291, -1.85440], [-3.56937, 4.01237, -2.71628], [1.29740, 3.52874, 3.69758], [-4.30917, -1.99238, 1.99395], [0.89963, -0.42555, -3.45781], [3.95771, -4.90516, 3.10238], [-2.89198, -2.30229, -0.99808], [-2.29842, -3.71590, -0.92510], [-0.71720, 1.00910, -0.64654], [-2.67792, -4.27448, -0.06918], [3.89757, -0.34395, 0.18418], [-2.78475, -2.37019, -3.12510], [-1.14152, 0.33575, -2.98634], [-3.43652, 0.84421, 0.93384], [-1.43341, -1.53355, -2.38122], [2.07780, 2.83671, 4.01159], [-2.69282, -1.07174, 4.03282], [3.95636, -1.26880, -3.47159], [1.40517, 4.46364, 4.24593], [-2.52572, -3.31813, 3.43180], [1.72727, -2.45002, -3.45605], [0.34836, -2.30013, -2.40014], [0.10730, -2.31236, -4.15330], [3.68315, 1.22949, -3.83665], [-1.21093, -3.72224, -0.87910], [-2.60866, -4.25126, -1.82654], [-4.79797, -3.13291, -0.28192], [2.38328, 2.01074, 1.84487], [1.91250, 0.94628, -4.84213], [-1.21739, 3.20917, 0.28119], [-2.24996, 2.57724, 1.55284], [-0.20674, 4.31318, -3.19552], [-3.14025, 0.22174, 2.92251], [3.60006, 2.32134, -2.45306], [3.70059, -2.00416, -1.89192], [-4.56302, -2.95336, 1.55840], [-0.96045, 4.80550, 4.07132], [5.16630, -1.08949, -2.21542], [-2.99621, -0.72823, -2.50797], [4.39078, -5.88058, 3.28131], [2.73243, -0.61956, -4.68019], [0.43726, 5.62854, 2.33999], [3.78200, 1.40120, -0.06872], [-2.36136, 5.35909, -3.86070], [-2.18798, -3.85043, 1.78288], [1.90965, 2.55200, -1.29938], [1.21645, -0.49757, -5.55256], [-1.01374, -2.85864, 2.63471], [-4.49635, 4.48532, -3.01304], [1.29872, 2.34538, -2.93448], [4.74057, -4.04018, 4.89493], [-4.87710, -1.21247, 1.48184], [5.18677, 0.51151, -0.66136], [-4.55339, 2.53285, -1.47879], [-4.95910, -1.48209, -0.87555], [3.05486, -5.47808, 1.23173], [1.66381, 2.80469, 0.45363], [-4.64541, -2.00875, 3.03471], [-0.89390, -0.27954, -4.60966], [-3.95154, 0.19389, -0.61531], [-0.25354, 1.29396, -4.14378], [-1.46492, -0.38771, 2.99919], [-2.03656, 3.42722, 3.78105], [-4.70501, -2.80218, -1.99756], [5.03375, 1.35853, -2.73182], [-1.17523, 1.25863, 3.86106], [0.55236, 0.95064, 4.01219], [3.72357, -1.83522, 4.49232], [0.44094, 4.84193, 0.75198]]}


No. 5
{"formula": "ClH4N2PS", "method": "ωB97M-V/def2-TZVPD", "de_lowest_kcal_mol": 84.6, "homo_energy_ev": [-9.1, -9.1], "spin_multiplicity": 1, "total_charge": 0, "species": ["Cl", "S", "P", "N", "N", "H", "H", "H", "H"], "xyz": [[-0.23283, -2.20502, 0.12907], [-2.73332, 1.61328, -0.27032], [-0.58507, -0.19830, -0.11381], [0.44046, 0.17322, 1.23066], [0.55359, -0.08819, -1.41153], [0.61309, 0.60819, -2.11086], [0.22641, -0.54698, 2.02688], [1.48263, -0.43855, -0.99246], [0.23504, 1.08235, 1.51236]]}


No. 6
{"formula": "C28H49O13", "method": "ωB97M-V/def2-TZVPD", "homo_energy_ev": -0.9, "spin_multiplicity": 1, "total_charge": -1, "species": ["O", "O", "O", "O", "O", "O", "O", "O", "O", "O", "O", "O", "O", "C", "C", "C", "C", "C", "C", "C", "C", "C", "C", "C", "C", "C", "C", "C", "C", "C", "C", "C", "C", "C", "C", "C", "C", "C", "C", "C", "C", "H", "H", "H", "H", "H", "H", "H", "H", "H", "H", "H", "H", "H", "H", "H", "H", "H", "H", "H", "H", "H", "H", "H", "H", "H", "H", "H", "H", "H", "H", "H", "H", "H", "H", "H", "H", "H", "H", "H", "H", "H", "H", "H", "H", "H", "H", "H", "H", "H"], "xyz": [[-1.82241, -0.78397, -4.96724], [-0.05131, 0.55315, -4.53927], [-0.82050, 0.37363, -6.62135], [1.36965, 5.25643, -6.50801], [-0.33735, 6.62550, -6.12707], [3.03977, 0.35841, 0.83774], [1.25074, -0.60820, -0.15980], [-3.08841, -3.17662, 6.75300], [-3.71132, -4.00131, -0.15286], [-0.73616, 4.49540, -6.74622], [-1.92035, -3.06848, 0.85957], [-3.45074, -1.78899, -0.19949], [1.56567, 1.59215, -0.33945], [-4.47194, -2.10992, -1.14892], [-0.86506, 0.48991, 5.16636], [-5.54430, -4.36767, -1.70693], [0.83908, 7.28550, -5.63051], [3.69995, -3.61921, 4.64550], [2.04914, 0.43116, 0.19141], [0.50445, 0.28782, 4.55248], [1.05629, -1.06620, 4.99331], [3.73424, -2.99924, 6.02824], [2.57171, -1.78985, 3.09403], [0.02129, 5.37654, -6.48953], [-0.58192, -0.97458, -1.75650], [1.25822, -2.05821, 3.82758], [-2.86578, -1.11759, 5.55202], [-2.00329, -0.34712, 4.54404], [-0.98428, -0.02923, -5.34222], [-2.51892, -2.57241, 5.57571], [3.29032, 6.54028, -5.72277], [0.02708, -0.07547, -0.70519], [-2.92225, -2.96157, 0.24230], [1.37085, 1.37769, 5.13996], [3.80933, -2.64444, 3.48693], [0.88274, 1.55156, -7.91973], [0.92790, 1.15666, -5.39764], [1.94047, 6.58019, -6.39307], [0.11464, 1.48336, -6.62615], [-4.94391, -3.46186, -0.66051], [0.52552, 1.24472, -1.25267], [4.11079, -3.72928, 6.73691], [0.45970, -1.83713, 3.13392], [4.56962, -4.26956, 4.58091], [-5.62813, -3.34820, 0.18518], [2.41285, 1.24448, 4.87103], [-0.57665, -2.01454, -1.42916], [-1.12624, 1.54271, 5.12062], [1.33090, 1.40364, 6.25273], [-1.60954, -0.67517, -1.95622], [4.40640, -2.15170, 6.05642], [2.02633, 6.98437, -7.40500], [2.04024, -0.88100, 5.41156], [0.43144, -1.51787, 5.77583], [-4.01801, -2.16756, -2.14200], [-0.02538, -0.91758, -2.68575], [1.64050, 0.76761, -7.97442], [-4.99505, -4.29891, -2.64676], [2.40815, -1.93412, 2.03864], [1.13280, -3.10391, 4.11292], [2.75096, -2.72202, 6.37381], [-2.63600, 0.32034, 3.96906], [1.71128, 0.42014, -5.59287], [-0.65441, 0.07275, 0.13683], [0.90435, 7.10419, -4.55614], [3.81602, 7.48124, -5.87834], [2.79515, -0.74761, 3.24992], [1.07993, 2.35996, 4.77633], [3.19302, 6.37094, -4.65015], [-6.58312, -4.09582, -1.89211], [-2.70827, -0.75058, 6.55798], [0.97118, 1.12140, -2.24323], [-0.44981, 2.40479, -6.47702], [0.78202, 8.35361, -5.81837], [-1.43777, -2.66404, 5.61386], [-0.81681, 0.19455, 6.23493], [-2.86970, -3.07591, 4.68980], [-1.56652, -1.03679, 3.84189], [0.21037, 1.42283, -8.76654], [3.89387, 5.73187, -6.13184], [-5.24296, -1.34356, -1.14455], [4.63457, -1.97888, 3.71381], [-5.50767, -5.40443, -1.37598], [-2.99595, -4.13036, 6.65553], [4.10270, -3.21990, 2.61613], [-0.23001, 2.02653, -1.28579], [1.37461, 2.51961, -8.00735], [2.84941, -4.27797, 4.54529], [1.36169, 2.03094, -4.91820], [-3.93170, -1.02202, 5.34894]]}


No. 7
{"formula": "C4H7NO", "method": "ωB97M-V/def2-TZVPD", "de_lowest_kcal_mol": 51.4, "homo_energy_ev": -11.0, "spin_multiplicity": 1, "total_charge": 0, "species": ["O", "N", "C", "C", "C", "C", "H", "H", "H", "H", "H", "H", "H"], "xyz": [[0.69480, 1.70560, 1.10363], [1.74745, 0.19725, -0.32163], [0.47066, 0.85066, 0.03207], [-0.96028, -1.16520, -0.62665], [2.20665, -0.80475, 0.10750], [-0.64533, -0.12126, 0.43907], [-0.11846, -1.85009, -0.76658], [-1.17201, -0.68707, -1.59003], [-1.83607, -1.76160, -0.35057], [-1.52690, 0.50926, 0.61907], [0.18079, 1.36943, -0.88171], [1.38493, 2.32638, 0.83847], [-0.40177, -0.60009, 1.39774]]}


No. 8
{"formula": "CH6N2S", "method": "ωB97M-V/def2-TZVPD", "de_lowest_kcal_mol": 49.6, "homo_energy_ev": [-9.9, -9.9], "spin_multiplicity": 1, "total_charge": 0, "species": ["S", "N", "N", "C", "H", "H", "H", "H", "H", "H"], "xyz": [[-3.56410, 0.30378, 0.06980], [-2.27546, 0.79615, 0.65381], [-3.02792, -0.65628, -1.01398], [1.52475, -0.45219, 0.13306], [1.32582, -0.18128, -0.89639], [-2.48877, 1.23654, 1.51864], [2.25176, 0.16087, 0.63920], [1.97798, -1.44681, 0.00270], [-3.71082, -0.83505, -1.74223], [0.54990, -0.64657, 0.45996]]}


Number 1: E -324.54229 hartree. Number 2: E -2475.99624 hartree. Number 3: E -1357.08388 hartree. Number 4: E -4073.06285 hartree. Number 5: E -1311.58886 hartree. Number 6: E -2074.39479 hartree. Number 7: E -286.54975 hartree. Number 8: E -549.30811 hartree.